Below is a molecular structure, C49H41N5O3P2RuS2, with properties calculated with the ωB97M-V functional and the def2-TZVPD basis.

The HOMO energy (alpha / beta) is -9.5584 / -9.4271 eV. The calculation puts the HOMO-LUMO gap (alpha / beta) at 6.9 / 6.3 eV.

Structure (ORCA input):
```
! wB97M-V def2-TZVPD RIJCOSX def2/J DEFGRID3
* xyz 1 2
H -1.062 -6.830 1.093
H 5.764 -3.680 1.473
C -1.473 1.842 2.787
C -0.722 -0.200 -3.189
C 3.730 -2.202 -4.260
C 2.808 1.468 2.653
C 6.430 0.271 3.197
H -1.312 4.940 5.781
H -0.899 -2.556 1.173
C -3.858 3.371 -3.174
H 0.924 -3.344 -2.760
C -4.715 2.539 -2.470
H -1.978 -4.663 1.864
C -4.946 -2.300 -0.124
C 3.813 -2.927 0.924
N 0.163 0.075 -2.248
C -2.506 3.374 -2.868
C 5.075 -2.847 1.538
C -2.375 1.723 1.686
H 7.534 -1.245 2.038
C 4.298 -1.530 -3.187
C 4.986 0.513 2.838
H 4.078 -0.931 -1.143
N 1.354 0.662 -2.514
S 0.514 -0.064 2.033
H 4.239 -2.215 -5.215
H 7.079 0.982 2.684
H 2.064 -3.371 -4.943
O 2.029 0.847 -1.519
H -2.214 -2.190 -1.233
H 6.991 -1.815 3.605
H 5.246 -1.022 -3.308
H -4.245 4.019 -3.949
H -4.926 1.076 -0.938
N -0.718 0.298 -4.423
C 6.713 -1.190 2.755
H -1.824 4.024 -3.403
H -4.080 3.826 5.691
C 4.463 -0.646 2.235
C -1.901 4.020 5.806
C -4.109 -1.240 -0.445
C 4.172 1.602 2.982
H -2.273 -1.412 -3.540
H -2.019 3.743 6.854
H -5.604 -2.715 -0.877
C -1.903 2.714 3.813
H -2.602 -0.822 2.564
C -3.284 -0.672 0.527
C 2.513 -2.846 -4.108
C -3.128 3.407 3.819
S 0.559 2.318 0.258
C 0.519 -5.931 -0.039
C 0.368 1.323 4.304
Ru 0.070 -0.083 -0.151
H 3.590 -3.806 0.331
H 1.231 0.707 4.516
H -4.970 3.694 2.760
P -2.131 0.700 0.184
C 2.282 0.314 2.121
C -3.591 2.382 1.735
H -5.618 -3.631 1.414
C -3.269 -1.223 1.809
C -4.099 -2.287 2.122
H 0.904 -6.876 -0.400
C -0.250 1.173 3.083
H 6.593 0.403 4.267
C -0.067 2.240 5.275
H 2.028 -4.780 -1.034
H 0.479 2.348 6.203
H -1.260 -0.155 -5.141
C -4.950 -2.818 1.162
C 3.143 -0.760 1.765
C 2.430 -2.149 -1.796
P 1.513 -1.946 -0.232
H 0.171 0.726 -4.676
C -0.595 -5.902 0.786
N -1.739 -1.015 -2.777
H 4.531 2.542 3.379
O 1.732 0.937 -3.645
O 0.373 -1.324 2.773
H -4.090 -2.698 3.123
H -4.280 2.251 0.914
C 1.152 -4.750 -0.398
H -4.106 -0.845 -1.453
C -2.868 1.701 -1.159
C -0.498 -3.504 0.840
C 1.866 -2.819 -2.881
H -0.965 2.587 -1.610
C 2.869 -1.919 0.987
H -0.866 -2.694 -2.062
N -1.382 -1.888 -1.726
C 0.654 -3.528 0.054
C -3.996 3.222 2.782
C -2.016 2.545 -1.869
C 3.651 -1.493 -1.963
C -1.193 2.961 5.006
H -5.775 2.537 -2.694
H -3.476 5.257 4.874
C -3.257 4.210 5.086
H 2.153 2.304 2.848
C 5.423 -1.668 2.140
C -4.230 1.708 -1.472
C -1.109 -4.688 1.219
*
```



Below is a molecular structure, C49H43AsBr2F5NO3P2TeTi, with properties calculated with the ωB97M-V functional and the def2-TZVPD basis.

The HOMO energy (alpha / beta) is -10.3602 / -10.3601 eV. The calculation puts the HOMO-LUMO gap (alpha / beta) at 7.8 / 3.3 eV.

Structure (ORCA input):
```
! wB97M-V def2-TZVPD RIJCOSX def2/J DEFGRID3
* xyz 1 2
H 1.716 4.059 -2.047
C -2.579 -3.006 -1.080
C 3.234 0.379 3.428
H -0.502 1.330 2.298
C 1.718 4.378 3.058
C -4.242 0.624 1.451
C 3.201 -1.423 -0.406
H 3.422 2.755 0.558
H 3.315 0.822 -3.978
C 0.852 0.110 4.852
H 1.796 1.345 6.349
C -3.636 -3.844 -1.065
C -6.369 -0.970 2.878
H -0.796 2.550 4.546
H 2.155 -2.439 -6.123
As -5.005 0.417 3.300
H 1.465 -3.973 -1.449
F 0.012 -6.482 2.056
C 3.395 1.279 -2.980
H 5.181 0.916 3.042
H -4.220 1.664 1.173
H -2.998 -0.866 -2.232
H 5.600 2.630 -0.856
C 3.213 -0.618 0.842
C -3.727 -0.773 4.202
C -1.674 -4.016 -2.956
H 2.388 4.164 1.079
H 0.818 4.384 5.017
H 0.210 2.412 -4.254
C 2.053 -2.687 -5.097
C 2.255 1.238 -2.181
C -0.012 5.347 -2.463
C -0.090 2.916 3.771
F -2.378 -3.525 2.539
C 2.588 -4.159 -3.211
Br -0.783 -0.048 5.877
Te -1.253 -5.053 2.033
C -2.816 -4.764 -3.161
H -2.945 5.048 -0.806
F 0.062 -3.272 0.691
O -0.129 -0.914 2.884
H 5.512 1.859 -3.052
P 0.641 1.927 -0.051
C -0.024 0.636 -2.981
P -0.243 -1.778 -1.801
C -1.963 4.830 -1.125
H -4.623 -5.438 -2.039
C 4.404 -0.137 1.356
C 2.120 -0.220 2.849
C -0.968 -0.358 -2.579
H 2.408 5.188 3.262
C 0.677 4.292 -1.837
C -2.330 -0.157 -2.685
H -4.877 0.077 0.719
H -2.105 2.717 -4.544
C -1.280 3.763 -0.526
C 0.933 -2.501 -2.962
C 3.425 2.370 -0.440
C 3.102 0.886 4.777
H 3.492 -4.258 -5.161
H 5.275 -0.397 0.745
H -7.253 -0.694 2.358
C 4.568 1.780 -2.483
Br 4.548 1.822 5.542
C 1.163 -1.999 -4.213
H -6.679 -1.450 3.807
C 1.699 -3.504 -2.419
H 0.555 5.930 -3.183
C 0.904 2.658 1.519
C 0.043 2.223 2.572
H -3.988 1.135 -3.427
C -1.352 5.602 -2.120
C 2.761 -3.742 -4.549
H -0.895 -4.075 -3.752
C -2.834 1.028 -3.373
O 1.225 0.387 -2.497
C 0.893 -0.391 3.601
F -0.103 -4.288 3.269
H -3.993 -1.857 4.062
F -2.248 -5.861 3.403
H -3.178 0.240 1.291
O -1.447 -0.697 0.606
H 3.058 -4.994 -2.808
C -1.895 1.891 -3.888
C 1.723 3.800 1.808
C -3.799 -4.753 -2.095
C 0.037 3.453 -0.922
H -3.651 -0.433 5.224
H -6.026 -1.747 2.130
H -1.993 6.288 -2.658
C 2.255 1.881 -0.926
H -2.498 -2.252 -0.239
H -2.976 -5.372 -4.048
C 0.847 3.924 4.043
H -2.722 -0.582 3.793
C 1.943 0.778 5.465
C 4.368 0.416 2.605
H 3.725 -0.860 -1.236
H -1.712 3.233 0.329
H 0.786 -1.057 -4.511
H -4.417 -3.720 -0.318
C 4.598 2.361 -1.187
H 2.271 -1.874 -0.750
C -1.548 -3.071 -1.948
C -0.509 1.766 -3.721
H 3.671 -2.459 -0.262
Ti -0.089 -1.437 1.059
N 2.095 -0.667 1.543
*
```



Below is a molecular structure, C49H43BiI2N5O8P2, with properties calculated with the ωB97M-V functional and the def2-TZVPD basis.

The HOMO energy is -4.9264 eV. The calculation puts the HOMO-LUMO gap at 7.0 eV.

Structure (ORCA input):
```
! wB97M-V def2-TZVPD RIJCOSX def2/J DEFGRID3
* xyz -1 1
O 4.384 0.536 -0.266
C 1.486 3.573 -3.004
H -0.088 -1.486 6.620
C -1.575 5.172 0.833
C -3.583 6.301 1.518
H 4.985 2.504 2.542
H 1.148 -0.554 4.711
N 2.539 -1.561 0.522
C 1.739 1.772 3.186
H -2.550 0.102 -7.580
C 0.293 -4.679 -0.671
C 2.649 3.213 4.894
O -0.038 -2.831 0.870
H -1.684 7.270 1.255
H -4.392 -3.072 0.591
H -0.607 3.023 2.413
C -0.419 -0.243 -3.696
N 3.996 0.372 -1.377
O 3.451 -0.827 -1.636
O -1.779 -2.002 -1.192
H 2.283 -1.141 2.515
C 4.289 -1.742 2.160
C 0.096 -6.906 0.266
O -3.314 -1.369 -5.061
H -1.809 3.100 -2.396
H 1.512 2.799 0.292
C -4.001 -1.068 -1.356
H -0.522 5.198 0.573
H 2.163 3.810 -3.816
P 0.355 0.908 2.358
H 2.703 -3.944 -0.776
Bi 0.328 -1.034 -0.222
H -4.938 -0.947 -0.815
H 4.701 3.794 4.643
H 1.235 2.143 -7.460
C 5.176 -2.227 1.154
C 0.077 -0.396 4.784
C -4.281 5.106 1.451
O -1.565 -0.542 0.988
C 1.118 2.995 -0.698
C 3.398 -1.967 -0.516
H -2.539 -1.159 6.789
C 2.970 1.787 2.538
H 5.417 -2.742 -0.899
I -0.650 -4.168 3.521
H -3.802 -3.751 -0.950
C 0.698 1.126 -5.647
C 1.986 3.305 -1.740
C -2.664 -0.040 4.965
C -0.254 2.935 -0.919
H -4.174 -1.622 -2.281
C 1.589 2.487 4.375
H 1.588 1.397 -5.093
O -3.728 -0.696 1.506
C -0.617 -0.924 5.860
N -1.560 -0.950 -3.603
H 0.552 -6.482 -1.779
H 3.111 1.216 1.628
C -1.969 0.493 3.887
C -0.667 1.176 -7.652
H 4.585 -1.654 3.194
C -0.744 3.184 -2.202
C -2.267 3.963 0.768
H -3.740 0.070 5.010
H 1.343 -2.112 -2.579
C 3.013 -1.459 1.777
C -0.181 -6.376 1.516
C -0.288 0.356 -5.068
H -4.163 3.000 1.027
H -0.278 3.706 -4.225
C 4.033 2.513 3.058
C 4.769 -2.351 -0.124
H -0.368 -7.017 2.365
C -3.624 3.940 1.076
C -2.244 -0.863 -4.800
H -4.093 7.211 1.808
H 3.327 -3.237 -2.279
C 0.489 1.535 -6.963
C -2.768 -0.954 0.791
H -0.470 -3.519 -2.311
H 6.186 -2.519 1.421
H 3.054 3.321 -1.560
C 2.730 -3.039 -1.384
C -3.525 -3.181 -0.061
H -3.617 -0.078 -1.615
H -5.337 5.078 1.688
I 0.165 -8.975 0.003
O 0.424 -0.096 -2.799
C -3.009 -1.810 -0.469
C 3.872 3.229 4.234
C 0.116 3.518 -3.233
H -2.508 0.983 3.089
C -0.592 0.332 3.799
C -1.430 -0.010 -5.752
H -2.748 -3.726 0.478
H -1.842 -1.618 -2.123
N 1.350 -2.687 -1.741
H 0.929 -4.526 -2.690
H -0.798 1.514 -8.673
C -1.650 0.391 -7.052
H 2.523 3.766 5.817
C 0.490 -3.868 -1.931
P -1.464 2.371 0.341
C -2.228 6.335 1.208
H 0.642 2.464 4.903
C -0.208 -5.003 1.663
N -0.465 2.271 1.749
C 0.026 -4.110 0.596
C -1.992 -0.740 5.953
C 0.332 -6.063 -0.805
*
```



E_tot? In order: -3965.025836 -11856.644372 -4261.578394 Eh.
Maximum force? In order: 4.11 4.34 0.40 eV/Å.
ΔE to the lowest compared entry with this formula, charge and spin? In order: 46.46 141.03 17.67 kcal per mole.